1.
{"formula": "C34H68CsN7O9P3SSbSe4", "method": "the ωB97M-V functional and the def2-TZVPD basis", "elements": ["Cs", "C", "N", "C", "C", "N", "C", "S", "C", "C", "C", "C", "C", "N", "H", "H", "H", "H", "H", "H", "H", "H", "H", "C", "C", "C", "O", "P", "O", "C", "P", "O", "O", "C", "C", "C", "O", "C", "C", "C", "O", "C", "C", "C", "H", "H", "H", "H", "H", "H", "H", "H", "H", "H", "H", "H", "H", "H", "H", "H", "H", "H", "H", "H", "H", "H", "H", "H", "H", "H", "H", "H", "H", "H", "Se", "Sb", "Se", "Se", "Se", "O", "H", "H", "O", "H", "H", "C", "C", "P", "C", "C", "C", "C", "H", "H", "H", "H", "H", "H", "H", "H", "H", "H", "H", "H", "H", "H", "H", "N", "C", "C", "C", "N", "H", "H", "H", "H", "O", "H", "H", "N", "C", "C", "N", "C", "H", "H", "H", "H"], "xyz": [[-1.025, 0.832, 0.225], [0.337, 1.662, -6.187], [0.112, 2.634, -5.147], [-1.106, 3.252, -4.925], [-0.999, 3.956, -3.790], [0.291, 3.756, -3.312], [0.979, 2.916, -4.144], [2.587, 2.397, -4.059], [0.762, 4.480, -2.174], [0.410, 5.815, -2.089], [0.755, 6.516, -0.946], [1.480, 5.869, 0.032], [1.801, 4.538, -0.164], [1.442, 3.834, -1.237], [0.108, 2.098, -7.161], [-0.299, 0.795, -6.004], [1.386, 1.374, -6.157], [-1.957, 3.071, -5.554], [-1.733, 4.493, -3.213], [-0.173, 6.278, -2.871], [0.426, 7.537, -0.819], [1.738, 6.349, 0.965], [2.351, 4.003, 0.597], [-3.291, -1.913, -2.115], [-2.859, -3.235, -1.528], [-3.214, -4.430, -2.385], [-1.390, -3.254, -1.397], [-0.812, -2.974, 0.044], [-1.350, -1.806, 0.753], [0.971, -2.949, -0.237], [1.509, -1.686, -1.418], [0.537, -0.593, -1.568], [2.879, -1.120, -0.903], [4.219, -1.647, -0.866], [4.875, -1.489, -2.224], [4.262, -3.074, -0.354], [1.795, -2.485, -2.762], [1.434, -1.857, -4.039], [2.535, -2.176, -5.026], [0.080, -2.383, -4.454], [-1.093, -4.330, 0.849], [-1.611, -4.230, 2.209], [-1.044, -5.411, 2.968], [-3.123, -4.212, 2.164], [-4.375, -1.912, -2.239], [-2.813, -1.724, -3.074], [-3.052, -1.089, -1.446], [-3.294, -3.340, -0.530], [-2.777, -4.319, -3.380], [-4.297, -4.501, -2.486], [-2.839, -5.352, -1.937], [1.317, -3.937, -0.540], [1.405, -2.676, 0.729], [4.714, -0.989, -0.151], [4.474, -2.215, -2.931], [5.951, -1.647, -2.130], [4.699, -0.483, -2.606], [3.757, -3.749, -1.049], [3.796, -3.149, 0.628], [5.301, -3.394, -0.267], [1.387, -0.778, -3.880], [2.696, -3.255, -5.081], [3.465, -1.684, -4.747], [2.245, -1.818, -6.014], [0.116, -3.469, -4.575], [-0.217, -1.931, -5.402], [-0.666, -2.133, -3.704], [-1.249, -3.297, 2.639], [-1.390, -6.348, 2.528], [-1.372, -5.369, 4.007], [0.046, -5.396, 2.949], [-3.488, -5.118, 1.673], [-3.505, -3.336, 1.640], [-3.524, -4.189, 3.180], [-2.606, 6.760, -0.117], [-2.863, 4.473, 0.730], [-3.315, 2.951, -1.224], [-0.870, 3.738, 2.063], [-4.803, 4.145, 2.221], [-1.453, 0.481, -3.255], [-0.748, 0.214, -2.646], [-1.887, 1.252, -2.846], [2.407, 3.542, 3.078], [1.487, 3.819, 2.915], [2.494, 2.738, 2.548], [-3.019, 1.320, 4.327], [-1.753, 1.739, 5.061], [-0.279, 0.803, 4.497], [1.018, 1.670, 5.480], [2.396, 1.017, 5.416], [-0.495, -0.756, 5.490], [0.360, -1.920, 4.989], [-3.893, 1.842, 4.716], [-3.201, 0.242, 4.395], [-2.936, 1.613, 3.280], [-1.852, 1.629, 6.148], [-1.553, 2.789, 4.833], [0.679, 1.764, 6.518], [1.081, 2.675, 5.059], [2.418, 0.070, 5.960], [3.154, 1.671, 5.851], [2.683, 0.819, 4.382], [-1.552, -1.022, 5.408], [-0.299, -0.553, 6.549], [0.210, -2.072, 3.919], [0.113, -2.851, 5.507], [1.424, -1.729, 5.128], [3.472, 1.946, -0.498], [4.706, 2.034, -1.007], [5.586, 1.680, -0.001], [4.757, 1.410, 1.098], [3.475, 1.581, 0.789], [2.613, 2.245, -0.979], [4.853, 2.344, -2.027], [6.660, 1.641, -0.052], [5.026, 1.111, 2.099], [1.666, -0.490, 1.943], [2.186, 0.242, 1.563], [1.017, -0.063, 2.530], [-5.320, 0.928, 1.160], [-6.315, 0.553, 0.310], [-6.158, -0.793, 0.121], [-5.072, -1.251, 0.830], [-4.598, -0.176, 1.432], [-5.100, 1.902, 1.439], [-7.007, 1.268, -0.095], [-6.756, -1.454, -0.486], [-3.732, -0.135, 2.072]], "forces_ev_per_a": [[-0.21, 1.11, 0.43], [0.04, -0.02, 0.03], [-0.01, -0.16, 0.07], [-0.07, 0.04, 0.01], [-0.02, -0.04, 0.01], [0.03, -0.16, 0.00], [0.03, 0.23, 0.02], [0.07, -0.07, 0.11], [0.02, 0.11, 0.11], [-0.02, -0.03, -0.05], [0.03, 0.03, 0.04], [-0.02, 0.01, -0.02], [-0.02, -0.08, 0.02], [0.05, -0.06, -0.18], [-0.03, -0.01, 0.02], [0.01, -0.05, -0.03], [-0.03, -0.01, 0.01], [-0.01, 0.01, -0.01], [-0.03, 0.01, 0.04], [-0.01, 0.00, 0.01], [-0.01, 0.00, 0.00], [0.01, 0.00, 0.00], [0.01, 0.00, 0.04], [-0.02, -0.01, 0.06], [-0.01, 0.01, -0.04], [0.01, 0.02, 0.01], [-0.03, 0.00, 0.11], [-0.15, -0.09, -0.10], [0.02, -0.59, 0.17], [-0.01, 0.05, -0.04], [-0.02, -0.07, 0.07], [0.25, -0.18, -0.29], [-0.02, 0.02, 0.04], [0.04, -0.01, -0.01], [-0.03, -0.02, 0.02], [-0.04, 0.04, -0.01], [0.04, -0.05, 0.05], [0.00, 0.04, -0.02], [-0.02, 0.00, 0.00], [0.04, -0.01, 0.00], [0.16, 0.13, -0.02], [-0.02, -0.09, -0.03], [-0.01, 0.02, 0.02], [-0.02, -0.05, 0.07], [0.00, -0.01, -0.01], [-0.01, -0.01, -0.03], [0.00, -0.01, 0.01], [0.02, 0.00, -0.06], [0.00, 0.00, -0.01], [-0.01, 0.00, -0.01], [-0.01, -0.01, 0.01], [0.00, -0.01, 0.00], [0.00, 0.02, 0.01], [0.00, -0.01, -0.01], [0.02, 0.00, 0.02], [0.00, 0.01, 0.00], [0.01, 0.00, 0.00], [0.00, -0.02, 0.00], [0.00, -0.01, 0.01], [0.00, 0.00, 0.00], [-0.02, 0.02, -0.02], [0.00, -0.01, 0.00], [-0.01, -0.02, -0.03], [0.01, 0.01, 0.00], [0.01, -0.01, 0.00], [-0.02, 0.02, 0.01], [-0.04, 0.01, 0.00], [0.01, 0.03, 0.02], [0.00, -0.01, 0.00], [0.00, -0.02, 0.01], [0.00, 0.01, 0.00], [-0.02, 0.00, -0.02], [0.01, 0.03, 0.01], [0.01, 0.01, 0.00], [0.00, 0.00, 0.02], [-0.18, 0.01, -0.10], [0.15, 0.05, -0.03], [0.02, 0.04, 0.01], [-0.01, -0.02, 0.01], [0.03, 0.15, -0.17], [0.00, 0.02, -0.11], [0.00, -0.03, 0.05], [-0.05, -0.02, 0.09], [0.04, 0.04, -0.09], [0.01, 0.06, -0.10], [0.01, 0.01, 0.02], [-0.03, 0.00, -0.03], [0.09, -0.10, 0.01], [-0.01, 0.02, -0.01], [-0.03, 0.03, 0.03], [-0.01, 0.01, -0.01], [0.00, 0.00, 0.01], [-0.01, 0.00, -0.01], [-0.01, 0.00, 0.00], [-0.01, 0.01, -0.01], [0.01, 0.00, 0.00], [0.00, 0.00, 0.01], [0.00, 0.00, 0.00], [-0.01, 0.01, 0.00], [0.01, -0.01, -0.01], [0.01, 0.00, 0.00], [0.02, -0.02, 0.00], [0.00, 0.01, 0.00], [-0.02, 0.00, 0.00], [-0.03, -0.01, -0.03], [0.01, 0.00, 0.00], [0.01, -0.01, 0.00], [-0.01, 0.06, -0.16], [0.05, -0.07, 0.04], [-0.01, 0.03, 0.00], [-0.04, 0.01, 0.02], [0.00, -0.11, -0.03], [-0.02, 0.00, 0.12], [-0.02, 0.02, -0.04], [0.01, 0.00, 0.00], [0.00, -0.01, 0.01], [0.00, -0.01, -0.05], [-0.02, -0.04, -0.01], [0.04, -0.03, 0.00], [0.04, 0.00, -0.10], [0.00, -0.02, -0.02], [-0.02, 0.01, 0.02], [0.04, -0.05, 0.01], [0.03, 0.06, -0.01], [-0.02, -0.01, 0.04], [0.00, 0.01, -0.01], [-0.01, -0.01, -0.01], [0.02, -0.12, 0.01]], "lowdin_charge": [0.73, -0.05, -0.13, -0.06, -0.07, 0.02, -0.74, 0.54, -0.26, -0.03, -0.11, -0.07, -0.16, 0.12, 0.09, 0.08, 0.03, 0.12, 0.08, 0.11, 0.09, 0.11, 0.08, -0.03, -0.41, -0.04, -0.18, 0.46, -0.44, -0.20, 0.47, -0.43, -0.17, -0.41, -0.04, -0.04, -0.18, -0.42, -0.04, -0.03, -0.18, -0.45, -0.05, -0.04, 0.09, 0.07, 0.06, 0.11, 0.08, 0.08, 0.08, 0.08, 0.07, 0.12, 0.06, 0.09, 0.08, 0.08, 0.08, 0.08, 0.12, 0.09, 0.06, 0.08, 0.09, 0.09, 0.05, 0.11, 0.08, 0.08, 0.08, 0.09, 0.05, 0.09, -0.28, -0.35, -0.24, -0.17, -0.22, -0.11, -0.04, -0.06, -0.12, -0.09, -0.01, -0.19, -0.45, 0.96, -0.42, -0.16, -0.41, -0.17, 0.06, 0.05, 0.01, 0.08, 0.04, 0.07, 0.06, 0.05, 0.07, 0.05, 0.06, 0.07, 0.04, 0.06, 0.05, 0.01, -0.12, -0.09, -0.17, 0.02, 0.10, 0.09, 0.08, 0.10, -0.14, -0.01, -0.07, 0.05, -0.12, -0.20, 0.04, -0.24, -0.04, 0.11, 0.08, 0.09], "energy_ha": -13685.65149, "de_lowest_kcal_mol": 0.0, "total_charge": -2, "spin_multiplicity": 1, "gap_ev": 4.317}


2.
{"formula": "C18H16N2O3S", "method": "the ωB97M-V functional and the def2-TZVPD basis", "elements": ["C", "H", "H", "H", "O", "C", "O", "C", "H", "H", "S", "C", "N", "C", "N", "C", "C", "C", "C", "C", "C", "H", "H", "H", "H", "C", "O", "C", "C", "C", "C", "C", "C", "H", "H", "H", "H", "H", "H", "H"], "xyz": [[-3.259, -2.993, 0.992], [-4.127, -2.363, 1.187], [-2.577, -2.962, 1.843], [-3.577, -4.016, 0.794], [-2.600, -2.514, -0.175], [-1.407, -1.938, -0.021], [-0.836, -1.807, 1.027], [-0.860, -1.497, -1.359], [-1.377, -1.989, -2.179], [-0.921, -0.408, -1.442], [0.902, -1.917, -1.432], [1.593, -0.453, -0.764], [0.825, 0.603, -0.687], [1.350, 1.728, -0.183], [2.561, 1.872, 0.277], [3.383, 0.802, 0.210], [4.706, 0.907, 0.681], [5.549, -0.168, 0.593], [5.115, -1.383, 0.041], [3.834, -1.518, -0.422], [2.948, -0.432, -0.345], [3.480, -2.445, -0.847], [5.802, -2.215, -0.014], [6.564, -0.087, 0.953], [5.022, 1.849, 1.100], [0.459, 2.946, -0.172], [-0.729, 2.786, -0.898], [-1.726, 2.005, -0.394], [-1.731, 1.409, 0.862], [-2.837, 0.685, 1.275], [-3.937, 0.538, 0.450], [-3.925, 1.112, -0.811], [-2.832, 1.841, -1.231], [-2.809, 2.305, -2.205], [-4.775, 0.996, -1.468], [-4.803, -0.014, 0.785], [-2.829, 0.234, 2.256], [-0.882, 1.487, 1.521], [0.996, 3.764, -0.662], [0.269, 3.249, 0.867]], "forces_ev_per_a": [[0.02, -0.06, 0.39], [0.03, -0.03, -0.02], [-0.13, -0.04, -0.07], [0.00, 0.07, -0.01], [-0.27, -0.11, -0.31], [0.19, 0.11, -0.03], [0.01, 0.02, 0.07], [0.42, -0.13, 0.14], [0.05, 0.05, 0.00], [-0.17, -0.13, -0.02], [-0.14, -0.20, -0.26], [-0.37, 0.23, -0.05], [0.07, -0.28, -0.15], [0.39, -0.05, 0.07], [-0.22, 0.61, 0.12], [-0.13, -0.64, -0.28], [0.16, -0.13, 0.01], [-0.06, 0.27, 0.08], [-0.17, -0.28, -0.17], [0.15, -0.07, 0.03], [0.10, 0.59, 0.27], [0.09, -0.14, 0.01], [0.03, -0.08, -0.02], [0.07, 0.03, 0.03], [0.04, 0.10, 0.05], [0.14, 0.26, 0.20], [-0.15, -0.10, -0.10], [-0.35, -0.02, 0.01], [0.25, 0.24, -0.08], [-0.15, 0.03, -0.01], [-0.10, -0.09, 0.13], [0.02, 0.01, -0.02], [0.23, 0.12, 0.01], [0.01, 0.06, -0.12], [-0.06, 0.00, -0.06], [-0.06, -0.06, 0.03], [0.02, -0.06, 0.07], [0.11, 0.00, 0.04], [-0.07, -0.12, 0.14], [0.00, -0.01, -0.12]], "nbo_charge": [-0.27, 0.19, 0.22, 0.19, -0.51, 0.80, -0.60, -0.65, 0.25, 0.30, 0.29, 0.15, -0.52, 0.40, -0.46, 0.18, -0.20, -0.18, -0.22, -0.18, -0.11, 0.22, 0.22, 0.22, 0.23, -0.11, -0.48, 0.31, -0.26, -0.21, -0.26, -0.18, -0.27, 0.22, 0.21, 0.21, 0.22, 0.22, 0.22, 0.20], "energy_ha": -1428.96210, "de_lowest_kcal_mol": 35.0, "smiles": "COC(=O)CSc1nc(COc2ccccc2)nc2ccccc12", "spin_multiplicity": 1, "gap_ev": 8.428}


3.
{"formula": "C2H3O2P", "method": "the ωB97M-V functional and the def2-TZVPD basis", "elements": ["C", "C", "O", "O", "P", "H", "H", "H"], "xyz": [[-0.431, -1.069, 0.173], [-0.043, 0.257, -0.038], [-1.687, -1.172, 0.521], [-3.173, 0.988, -0.061], [-2.464, -0.110, -0.674], [0.229, -1.897, -0.092], [0.932, 0.456, -0.378], [-0.783, 1.010, 0.218]], "forces_ev_per_a": [[2.10, 4.05, -0.86], [-0.87, -2.99, 0.31], [-2.50, -0.94, -0.25], [-0.62, 0.67, 0.69], [0.67, -1.55, -0.22], [-0.48, -0.21, 0.48], [0.89, 0.63, -0.47], [0.81, 0.35, 0.31]], "nbo_charge": [0.17, -0.55, -0.76, -1.02, 1.53, 0.19, 0.22, 0.22], "energy_ha": -569.81572, "de_lowest_kcal_mol": 10.8, "spin_multiplicity": 1, "gap_ev": 9.853}


Question: What is the formula in the first record?
Answer: C34H68CsN7O9P3SSbSe4


Question: Which formula does entry 3 have?
Answer: C2H3O2P